The following is a quantum chemistry calculation of 5 unconnected molecules or ions with the total composition C21H55N4O17P4 at a distorted geometry, from the Open Molecules 2025 dataset.

The value obtained for the total energy is -100573.87938 eV. The HOMO energy is -10.76 eV. The LUMO energy is -0.167 Eh. Its total charge is +1.

The geometry in XYZ format:
```
101
Properties=species:S:1:pos:R:3:forces:R:3:lowdin_charge:R:1
C -1.326953 0.307171 -6.264091 0.107 -1.094 -0.415 -0.123
C -1.349615 -0.961820 -5.285743 0.362 0.872 0.113 -0.271
C -1.874532 -0.640036 -3.809297 -0.317 -0.617 -0.549 -0.210
C -1.508367 -1.908531 -2.863140 -0.282 1.359 -0.138 -0.163
C -0.152102 -1.558944 -2.086026 -1.190 1.324 -0.561 -0.100
N 0.914847 -2.589585 -2.193354 -0.207 -2.106 1.247 -0.024
N 2.018528 -2.334976 -2.921683 3.224 -2.379 -0.425 0.160
C 2.933819 -3.448672 -2.849630 -2.723 -0.618 1.830 -0.198
O 4.183524 -3.503045 -3.462052 -2.872 0.493 1.338 -0.030
C 5.218828 -2.934990 -2.596484 1.324 1.002 1.857 -0.172
C 5.176190 -1.328165 -2.510839 -0.544 -0.581 -0.156 -0.055
N 2.296217 -4.452476 -2.035919 -0.698 4.112 -1.709 0.213
C 1.028222 -3.899867 -1.642778 3.858 1.363 -2.807 -0.285
N 0.115142 -4.537416 -0.876551 -0.592 0.342 0.716 0.143
H -0.551529 1.089657 -5.967627 -1.269 -0.956 -0.139 0.077
H -2.378733 0.723001 -6.352889 1.418 -0.221 0.125 0.076
H -1.000532 -0.080076 -7.295642 -0.593 0.684 1.401 0.081
H -0.278381 -1.377503 -5.260455 -1.398 0.424 0.141 0.097
H -2.017003 -1.774721 -5.710965 0.830 0.960 0.426 0.115
H -1.460633 0.343245 -3.390637 -0.352 -1.411 -0.549 0.115
H -3.012736 -0.487479 -3.850152 1.638 -0.300 0.064 0.118
H -1.346966 -2.824038 -3.513182 -0.435 1.014 0.884 0.112
H -2.396711 -2.006965 -2.149151 1.553 -0.386 -0.821 0.120
H 0.270465 -0.612154 -2.581691 -0.393 -1.492 0.779 0.129
H -0.415400 -1.260982 -1.022376 0.837 -0.799 -1.124 0.145
H 2.217946 -1.471632 -3.454111 -0.680 -0.646 0.640 0.182
H 6.263544 -3.229678 -2.933697 -1.778 -0.079 -0.124 0.141
H 5.071366 -3.389891 -1.559108 0.235 0.671 -1.344 0.113
H 5.010812 -1.020620 -1.428975 0.357 -0.236 -1.445 0.082
H 4.286605 -0.968297 -3.121031 1.170 -0.252 0.729 0.059
H 6.105411 -0.848370 -2.957554 -1.224 -0.682 0.731 0.091
H 0.238763 -4.527125 0.147078 -0.159 -0.211 -1.050 0.130
H -0.643798 -5.088123 -1.290319 0.681 0.481 0.360 0.129
C -8.838113 0.316192 -2.047132 -0.344 -0.153 0.391 -0.136
O -7.450971 0.373985 -2.397059 -2.770 1.000 -2.217 -0.264
P -7.045207 1.641067 -3.491755 9.677 0.200 2.341 0.754
O -5.722127 0.961555 -3.826211 -1.491 -0.105 -0.430 -0.306
O -6.855918 2.698754 -2.249710 -0.826 0.583 -1.023 -0.275
C -6.114731 2.317593 -1.100766 -0.312 -0.330 0.670 -0.107
O -6.842205 2.942126 -4.584364 -3.850 -0.520 0.606 -0.325
C -5.557234 3.227342 -5.107760 0.648 -0.455 -0.314 -0.122
H -8.971406 -0.442607 -1.275743 0.098 0.047 -0.083 0.092
H -9.177319 1.281272 -1.658529 -0.063 -0.048 0.043 0.084
H -9.430181 0.042922 -2.922872 -0.110 -0.081 0.172 0.083
H -5.361311 1.563461 -1.327779 -0.099 -0.055 -0.168 0.085
H -6.800086 1.942238 -0.337528 0.175 -0.069 0.043 0.088
H -5.616766 3.204067 -0.705452 -0.158 0.099 -0.222 0.093
H -5.272915 2.474483 -5.843777 0.186 0.021 0.184 0.083
H -4.812897 3.296543 -4.309234 -0.136 -0.204 -0.074 0.092
H -5.611458 4.195340 -5.612197 -0.442 -0.043 0.105 0.097
C -8.776269 5.476185 -4.736146 -0.007 -0.505 -0.150 -0.139
O -7.887014 6.595358 -4.677383 -3.613 0.155 -0.280 -0.264
P -8.565240 8.007719 -3.959881 8.635 4.477 2.113 0.746
O -7.467078 8.872895 -4.567300 -1.455 -0.754 -0.354 -0.293
O -8.147496 7.493424 -2.456473 -1.348 0.355 -0.006 -0.267
C -6.844031 6.984832 -2.220397 0.209 -0.761 -0.089 -0.109
O -9.424743 9.305823 -3.251170 -2.616 -3.042 -0.479 -0.301
C -8.783014 10.556829 -3.084116 0.503 0.467 -0.491 -0.137
H -8.223233 4.611759 -5.103812 -0.046 0.190 0.086 0.060
H -9.172705 5.248617 -3.741218 -0.016 -0.093 -0.012 0.085
H -9.599236 5.693687 -5.421154 -0.014 -0.167 0.016 0.083
H -6.107779 7.403008 -2.906727 -0.136 0.053 -0.123 0.089
H -6.860246 5.895330 -2.308783 0.173 0.024 -0.045 0.076
H -6.557121 7.240124 -1.199105 -0.264 0.116 -0.026 0.092
H -8.676262 11.058970 -4.046171 0.258 -0.014 0.129 0.085
H -7.812664 10.439553 -2.593079 -0.065 -0.072 -0.251 0.090
H -9.419328 11.173749 -2.445118 -0.283 -0.361 -0.059 0.092
C 6.311018 -0.603834 3.917743 0.374 0.190 0.309 -0.132
O 5.155169 -1.441600 4.014932 1.240 1.489 -3.152 -0.257
P 4.854808 -2.408723 2.622255 -5.355 -6.700 5.211 0.742
O 3.417867 -2.651519 3.071295 0.851 1.160 -0.995 -0.291
O 5.853422 -3.587616 3.172201 0.146 0.480 -1.675 -0.267
C 5.761654 -4.022866 4.525306 0.434 0.290 0.838 -0.090
O 4.704505 -3.260268 1.143209 2.765 2.533 -0.817 -0.319
C 3.623881 -4.155653 0.968704 -0.515 -0.059 0.267 -0.154
H 6.471573 -0.120165 4.881587 -0.092 -0.078 -0.061 0.083
H 7.194961 -1.197661 3.665598 0.052 0.070 0.049 0.087
H 6.150140 0.161558 3.155604 0.137 0.112 0.153 0.080
H 4.761997 -3.884448 4.936127 -0.019 0.145 -0.134 0.094
H 6.491031 -3.480171 5.129975 -0.166 -0.093 0.139 0.083
H 6.012177 -5.083680 4.560630 0.042 0.095 -0.292 0.098
H 2.693720 -3.600071 0.830840 -0.088 -0.133 0.235 0.066
H 3.546233 -4.849445 1.810523 -0.089 0.268 -0.005 0.099
H 3.811100 -4.737409 0.063282 0.311 0.245 -0.005 0.070
C 7.811382 -4.708045 11.588136 0.252 -0.290 0.367 -0.138
O 7.627459 -4.599046 10.172965 -1.639 2.152 2.499 -0.261
P 7.282530 -3.003808 9.620541 2.723 -1.619 -9.408 0.749
O 6.758659 -3.549580 8.296210 -0.453 0.278 1.515 -0.304
O 8.881819 -2.646145 9.519235 -0.764 1.021 0.708 -0.268
C 9.774617 -3.562506 8.903826 0.397 -0.604 0.356 -0.109
O 6.919781 -1.367585 9.277929 0.121 -0.319 3.918 -0.295
C 6.670737 -0.980778 7.941978 -0.449 -0.352 -0.567 -0.153
H 8.127731 -5.725113 11.820849 -0.045 0.070 -0.111 0.091
H 8.580699 -4.009388 11.931008 0.008 -0.056 0.072 0.083
H 6.870140 -4.500588 12.101300 0.105 -0.140 0.131 0.082
H 9.279413 -4.181570 8.155916 -0.172 0.027 0.089 0.088
H 10.227731 -4.194878 9.670613 0.014 -0.095 -0.167 0.087
H 10.568605 -2.992975 8.418852 -0.163 0.199 0.135 0.093
H 5.692684 -1.341751 7.620377 0.181 -0.087 -0.211 0.085
H 7.460947 -1.338766 7.274708 -0.163 -0.148 0.107 0.084
H 6.660264 0.111416 7.905189 0.035 -0.041 0.469 0.092
```
Forces are in eV/Å.